C15H30GeHfN6O2SSe5 as an isolated structure, computed with ωB97M-V/def2-TZVPD.

Atoms and positions in Å:
Hf 1.62185 -0.13190 0.30896
N 2.00680 -0.75410 -2.01996
C 1.56723 -0.24168 -3.33423
C 2.51424 0.80540 -3.94164
C 2.02222 2.25396 -3.96226
C 2.06412 2.93821 -2.60473
N 1.16437 2.28346 -1.67274
H 3.02929 -0.80579 -1.99581
H 1.72767 -1.73612 -1.95302
H 0.55721 0.15567 -3.23251
H 1.50869 -1.08945 -4.02438
H 2.72315 0.50889 -4.97435
H 3.47514 0.76218 -3.41933
H 0.99952 2.29040 -4.36332
H 2.64698 2.82167 -4.66117
H 1.85890 4.01344 -2.72653
H 3.07315 2.84782 -2.19625
H 0.19536 2.45643 -1.92166
H 1.30268 2.54567 -0.69188
Se 3.88008 1.25162 0.10788
Se 5.47674 0.06622 -1.17052
Se 5.71207 -1.81275 0.20449
Se 3.46531 -2.46137 0.35078
O 0.27555 -2.13159 3.70584
N 0.43230 -1.86826 2.52896
O 1.40054 -1.05405 2.29488
C -1.20812 1.43517 3.47399
Ge -0.14102 2.50648 2.18669
C 0.55288 3.97915 3.33966
C -1.50313 3.41002 1.04850
C 1.28993 1.65906 1.27845
H -1.83573 2.10812 4.07049
H -0.54727 0.87493 4.13890
H -1.83477 0.72170 2.94673
H -0.25123 4.43049 3.93035
H 1.02023 4.75420 2.72746
H 1.31033 3.58751 4.02303
H -2.10583 4.08741 1.66257
H -2.16426 2.68575 0.56943
H -1.01050 3.99420 0.26669
H 2.07825 1.69334 2.05413
C -3.86120 -3.79270 -1.36921
C -3.35691 -2.81510 -0.36753
C -3.39312 -2.98123 0.98432
C -2.73991 -2.02799 1.78660
N -2.06944 -1.01560 1.26429
C -1.97023 -0.90441 -0.05520
S -0.94437 0.20870 -0.83764
N -2.72359 -1.72555 -0.84883
C -2.72943 -2.14433 3.27116
H -4.50983 -4.52863 -0.89954
H -2.98754 -4.30204 -1.78885
H -4.39977 -3.29452 -2.17708
H -3.86134 -3.85088 1.42061
H -2.51923 -1.67063 -1.83809
H -3.36363 -2.96082 3.61436
H -3.05255 -1.20156 3.71495
H -1.69519 -2.30734 3.59532
Se 0.00004 -3.29426 -1.02852
C -0.04096 -5.05447 -0.53298
N -0.13269 -6.17815 -0.26068

Force components x, y, z for each atom (eV/Å):
0.23 0.01 0.47
-0.07 -0.10 -0.05
0.00 -0.03 -0.02
0.01 0.01 0.00
0.01 -0.02 -0.01
0.04 -0.05 0.02
-0.23 0.00 -0.13
-0.01 0.06 0.01
0.08 -0.01 0.00
0.01 0.04 0.01
-0.03 -0.02 0.01
0.00 -0.01 0.00
-0.01 0.01 0.02
0.01 -0.02 0.01
-0.01 0.02 0.01
-0.02 0.00 -0.02
-0.01 0.02 0.02
0.00 0.07 0.07
0.06 -0.05 0.00
0.29 0.31 -0.17
0.06 -0.07 0.01
-0.15 0.05 0.01
0.05 -0.06 -0.09
0.26 -0.04 0.25
0.13 0.13 -0.18
-0.40 -0.16 -0.33
0.06 0.12 0.05
-0.04 0.24 -0.14
-0.03 -0.01 -0.05
0.04 -0.03 0.02
-0.09 0.04 0.44
0.02 -0.04 -0.01
0.01 0.01 -0.01
-0.02 -0.02 -0.06
0.02 0.00 -0.01
0.00 -0.01 0.00
-0.02 0.00 -0.01
0.00 -0.03 -0.02
0.02 -0.01 0.00
-0.01 0.00 0.02
0.03 -0.06 0.00
-0.01 -0.04 0.01
0.02 0.04 -0.01
-0.03 -0.10 -0.04
0.02 -0.04 0.08
0.02 0.10 -0.01
-0.08 0.05 -0.02
0.05 -0.10 -0.04
0.00 -0.03 0.09
-0.18 0.02 -0.05
0.01 0.01 -0.01
-0.01 0.00 0.00
0.01 0.00 0.00
-0.02 0.00 -0.02
0.02 -0.01 0.02
-0.03 0.01 0.00
0.01 0.01 0.00
-0.05 -0.04 -0.02
-0.01 -0.14 -0.07
-0.04 -0.01 -0.08
-0.02 0.00 0.03

## Properties
2S+1   1
Orbital gap   4.87 eV
Total energy   -15598.9473 Ha
HOMO energy   -0.9 eV
Total charge   -2
ΔE to the lowest compared entry with this formula, charge and spin   164.1 kJ/mol

Results of the natural (NBO) charge analysis, in e, for atoms 1 through 8: Hf 1.5964; N -0.9394; C -0.2073; C -0.4165; C -0.3880; C -0.2201; N -0.8784; H 0.4266